Entry 1:
C5H7ClO | the ωB97M-V functional and the def2-TZVPD basis

Properties
Maximum force = 0.043 hartree/bohr
Total charge = 0
SMILES string = O[C@H]1CC=C[C@H]1Cl
HOMO energy = -9.739 eV
LUMO = 0.91 eV
Energy = -730.12463 hartree
Energy relative to the best compared isomer or geometry (same formula, charge and spin) = 5.7 kcal per mole

Last column: Löwdin charge in e.
Atoms and positions in Å:
C (1.053561, -0.275743, 0.475241)  -0.64
C (-1.314152, 0.229000, 0.116403)  -0.12
H (-1.539820, -1.732267, -1.066673)  0.09
H (-0.019094, 1.443394, 1.358877)  0.14
Cl (2.666752, 0.008765, -0.205193)  0.65
C (0.367085, -1.380731, -0.272038)  -0.13
O (0.187160, 1.815465, -0.680422)  -0.04
H (-1.995504, 0.141825, 0.957192)  0.11
H (1.126665, 1.898129, -0.829805)  0.04
H (1.185822, -0.511223, 1.516380)  0.10
C (0.044619, 0.891003, 0.400000)  -0.38
H (-1.791580, 0.819932, -0.716865)  0.13
H (0.934314, -2.251428, -0.535754)  0.10
C (-0.905826, -1.096123, -0.517339)  -0.06

Force components x, y, z for each atom (eV/Å):
-0.852 -0.037 -0.278
-0.082 -0.193 -2.207
-0.856 -0.582 -0.452
0.404 -0.155 -0.393
0.279 0.425 -0.044
-0.088 0.340 0.072
0.394 -0.609 0.534
0.034 -0.098 0.124
0.591 0.291 -0.258
0.307 -0.197 0.444
-1.114 0.956 0.300
0.135 -0.247 1.188
-0.035 -0.335 -0.297
0.882 0.439 1.264

---

Entry 2:
C7H10FNS | the ωB97M-V functional and the def2-TZVPD basis

Properties
Maximum force = 0.075 hartree/bohr
Total charge = 0
HOMO energy = -7.359 eV
LUMO = 0.67 eV
Energy = -825.27094 hartree
Energy relative to the best compared isomer or geometry (same formula, charge and spin) = 99.0 kcal per mole

Last column: Löwdin charge in e.
Atoms and positions in Å:
C (-1.137972, 0.878976, -1.233538)  -0.39
H (0.968830, 0.963327, 1.520876)  0.11
C (0.090474, 0.800988, 0.935790)  -0.39
F (-1.814530, 1.263611, -2.433804)  -0.04
H (0.640242, -2.920183, -1.167507)  0.05
H (1.996412, 2.241074, -1.176411)  0.05
C (0.501795, -1.772118, 0.684100)  -0.11
H (-1.065518, -0.270637, 2.645617)  0.12
H (0.810762, 1.260688, -2.033408)  0.07
H (0.873836, 3.460038, 0.473562)  -0.06
H (1.599495, -3.563707, 0.139788)  0.05
C (-1.017214, 0.141248, 1.628275)  -0.06
C (0.912051, -2.781264, -0.121010)  0.03
H (-1.448756, -1.266313, -1.252248)  0.15
C (-1.007168, -0.341068, -0.806509)  -0.06
H (-1.997873, 0.594132, 1.352218)  0.12
N (1.100068, 1.769810, -1.169140)  -0.26
S (-0.233563, 2.167405, -0.219620)  0.89
H (0.553476, -2.024970, 1.767544)  0.12
C (-0.324847, -0.601038, 0.465426)  -0.40

Force components x, y, z for each atom (eV/Å):
-0.858 0.522 -2.171
0.653 0.130 -0.186
0.163 0.316 1.600
1.119 -0.699 2.299
0.025 0.819 -0.042
-0.609 0.625 0.365
0.249 -2.627 1.159
0.788 0.372 -0.416
0.729 0.778 1.086
-0.366 -1.426 -0.098
-0.128 -0.215 0.985
-2.334 -0.221 -0.234
-0.621 1.267 -0.596
0.137 1.048 -0.082
-1.485 -3.420 -1.077
0.607 -0.791 0.213
-0.384 -0.492 -2.120
1.941 0.907 0.305
0.878 0.602 -0.617
-0.504 2.504 -0.374

---

Entry 3:
C4H8ClNO | the ωB97M-V functional and the def2-TZVPD basis

Properties
Maximum force = 0.091 hartree/bohr
Total charge = 0
HOMO energy = -8.017 eV
LUMO = 0.61 eV
Energy = -747.25900 hartree
Energy relative to the best compared isomer or geometry (same formula, charge and spin) = 87.6 kcal per mole

Last column: Löwdin charge in e.
Atoms and positions in Å:
H (1.770551, -0.901716, -1.774495)  0.10
H (1.944582, -1.421444, 0.428376)  0.09
Cl (-3.179285, -0.166998, -1.160843)  0.56
C (0.731459, 0.651551, -0.782385)  -0.30
C (2.277723, -0.366766, 0.608213)  -0.06
N (1.012730, -0.205127, -1.757590)  0.11
H (-2.356443, 0.960595, 2.165743)  0.04
C (-2.165001, 0.267273, 0.179866)  -0.64
H (2.671952, -0.144929, 1.687037)  0.13
O (1.216935, 0.653325, 0.404070)  -0.11
H (-1.043529, 0.453223, -0.056693)  0.02
C (-2.731371, 0.435054, 1.342956)  -0.10
H (0.555713, -0.122874, -2.589246)  0.06
H (3.038371, -0.283154, -0.195474)  0.08
H (-3.744388, 0.191991, 1.500458)  0.03

Force components x, y, z for each atom (eV/Å):
-0.385 0.170 0.157
-0.407 0.918 0.873
0.298 -0.402 -0.324
-2.830 1.940 -2.245
0.815 0.047 1.385
3.032 -1.098 3.380
1.445 0.277 1.029
2.001 0.341 -0.561
-0.559 -0.794 -2.307
2.508 -2.495 0.120
-2.439 -0.012 0.078
-0.691 0.096 0.077
-1.541 0.613 -2.316
0.003 0.657 0.846
-1.252 -0.260 -0.192